# 1
Here is a 13-piece molecular cluster, C4H32NO13S overall in a non-equilibrium geometry from the OMol25 dataset. Energies are from ωB97M-V with the def2-TZVPD basis set.

Geometry (Å):
C: -1.33460 -0.87136 1.72187
N: -0.05306 -0.80145 0.97565
C: -0.10758 -0.23180 -0.35908
C: -0.70823 1.17509 -0.57531
S: -1.56550 0.76298 -2.15288
C: -0.93166 -1.07844 -1.36494
O: -0.22576 -1.83585 -2.11661
H: -1.64657 0.09720 2.17982
H: -1.16099 -1.56277 2.56179
H: -2.18611 -1.24573 1.13031
H: 0.67147 -0.32945 1.50714
H: 0.94752 -0.20737 -0.66437
H: 0.02000 1.96927 -0.69487
H: -1.46348 1.44944 0.18090
H: -1.89273 -1.43832 -1.03001
H: -3.66844 0.46859 -0.58395
H: -3.75790 -0.69250 0.39220
O: -3.97835 0.26375 0.32013
H: 1.36795 -1.27148 -2.32886
H: 2.05143 -0.57209 -3.48346
O: 2.22041 -0.85046 -2.62329
H: 1.60688 4.09491 0.11533
H: 0.89637 2.88466 0.88034
O: 1.63861 3.15019 0.24419
H: 3.04950 2.53687 1.10075
H: 3.87528 1.42646 0.53814
O: 3.76739 1.89724 1.32365
H: 1.75956 -2.12172 0.95074
H: 2.99366 -1.39689 0.31389
O: 2.71607 -1.85929 1.11336
H: 0.10851 -1.14469 -4.11559
H: 0.06688 0.32152 -4.36632
O: 0.50510 -0.49508 -4.65845
H: -0.36040 -2.98891 0.37982
H: -0.45339 -3.25471 -1.06118
O: -0.73085 -3.61305 -0.17841
H: -1.03502 2.29339 1.98726
H: 0.29337 1.73528 2.47752
O: -0.13100 2.51323 2.16957
H: 2.30129 1.80919 -0.99232
H: 2.67713 0.50808 -1.71827
O: 3.03063 1.25004 -1.16309
H: -3.18713 2.89755 1.55667
H: -3.19611 1.36599 1.34405
O: -2.75848 2.08913 1.88221
H: 2.49991 -0.60808 2.35972
H: 2.74598 0.87628 2.21866
O: 2.13449 0.25369 2.65867
H: -3.76577 -3.52202 -0.49829
H: -2.34651 -3.22272 0.03323
O: -3.29977 -2.87377 0.11199

Properties
multiplicity = 1
charge = -1
gap between HOMO and LUMO = 8.00 eV
molecular weight = 334.4 g/mol
relative energy (zero: lowest compared OMol25 entry of this formula, charge and spin) = 0.0 kcal/mol

Here are the Mulliken charges for atoms 1 to 6, given in e: -0.71 0.10 1.85 -0.11 -0.52 -0.40


# 2
Here is C33H51Br2NO4PtSSb2Si as an isolated structure from the OMol25 dataset. Energies are from ωB97M-V with the def2-TZVPD basis set.

Geometry (Å):
Pt: 0.16808 -0.51837 -1.61005
Br: 3.49576 1.26416 -5.05164
C: 3.33162 -0.45455 -4.29556
C: 4.23381 -1.45404 -4.69421
C: 4.14873 -2.72523 -4.19878
Br: 5.38786 -4.03389 -4.77483
C: 3.13510 -3.06009 -3.26980
C: 2.91717 -4.33360 -2.69985
C: 1.86899 -4.53021 -1.84576
C: 1.02580 -3.45447 -1.52234
N: 1.23314 -2.25340 -2.00811
C: 2.25761 -2.03208 -2.88260
C: 2.32740 -0.69340 -3.37433
O: 1.47381 0.19541 -2.95486
H: 5.00801 -1.20038 -5.40425
H: 3.58229 -5.14594 -2.95982
H: 1.67451 -5.50009 -1.41091
H: 0.16030 -3.56057 -0.88175
C: -3.18523 1.11830 -2.24670
Sb: -1.32237 1.51887 -1.31493
C: -1.93351 2.09697 0.61468
C: -1.09546 3.53722 -2.04155
C: -0.08840 4.34773 -1.28968
C: -0.52580 5.19890 -0.27833
C: 0.36271 5.96340 0.46170
C: 1.71745 5.88615 0.18150
C: 2.16237 5.04773 -0.82848
C: 1.28276 4.26898 -1.57800
C: 1.79407 3.43153 -2.69315
Sb: 1.37973 4.28308 -4.67816
C: 0.56644 6.16504 -4.01008
C: 3.35425 5.12464 -4.84740
H: -3.14959 1.43831 -3.28669
H: -3.96726 1.66430 -1.72110
H: -3.38314 0.05029 -2.19830
H: -2.80747 2.73933 0.50276
H: -1.13444 2.65786 1.09616
H: -2.17820 1.21307 1.19756
H: -2.10334 3.92097 -1.87409
H: -0.91461 3.51518 -3.11765
H: -1.58679 5.25320 -0.06200
H: -0.00145 6.61175 1.24749
H: 2.42688 6.48053 0.74218
H: 3.22045 4.99871 -1.05797
H: 1.39918 2.41754 -2.69918
H: 2.88091 3.35896 -2.66261
H: 1.02652 6.46158 -3.06869
H: -0.51397 6.12520 -3.88434
H: 0.80071 6.90611 -4.77460
H: 3.52656 5.77199 -3.98773
H: 3.43932 5.71102 -5.76088
H: 4.10371 4.33518 -4.86353
C: -4.42478 -2.14852 1.87957
C: -3.54303 -3.38734 1.98144
C: -3.97969 -4.25594 3.15523
C: -3.57526 -4.19699 0.69196
O: -2.19530 -3.00674 2.27762
Si: -1.20025 -1.78390 1.87219
S: -1.38481 -1.54957 -0.23569
O: -1.66955 -0.41769 2.63738
C: -1.26322 0.17896 3.88255
C: -2.29374 1.26225 4.17332
C: 0.12424 0.78887 3.72631
C: -1.28655 -0.86514 4.99385
O: 0.26700 -2.14611 2.46826
C: 1.21715 -3.20604 2.35696
C: 0.54604 -4.49368 1.89807
C: 1.80512 -3.40233 3.74956
C: 2.29379 -2.74489 1.38275
H: -5.46066 -2.43859 1.69660
H: -4.09517 -1.50785 1.05984
H: -4.37896 -1.57288 2.80444
H: -4.99884 -4.61619 3.00862
H: -3.93868 -3.68521 4.08324
H: -3.31560 -5.11552 3.25045
H: -4.58806 -4.55832 0.50718
H: -2.91064 -5.05862 0.77677
H: -3.25667 -3.59438 -0.15765
H: -2.33427 1.98420 3.35800
H: -2.03342 1.79155 5.09118
H: -3.28341 0.82033 4.29568
H: 0.11565 1.55525 2.95027
H: 0.84689 0.02278 3.45059
H: 0.44051 1.24858 4.66404
H: -2.26993 -1.33479 5.04461
H: -1.07754 -0.39262 5.95499
H: -0.54157 -1.63829 4.81754
H: -0.26613 -4.75574 2.57540
H: 1.27299 -5.30736 1.88612
H: 0.12138 -4.38920 0.90088
H: 1.02589 -3.70892 4.44850
H: 2.24310 -2.46953 4.10600
H: 2.58025 -4.16941 3.73448
H: 1.84944 -2.47765 0.42184
H: 3.03889 -3.52625 1.22451
H: 2.79443 -1.85946 1.77581

Properties
multiplicity = 1
gap between HOMO and LUMO = 7.31 eV
molecular weight = 1184.3 g/mol
relative energy (zero: lowest compared OMol25 entry of this formula, charge and spin) = 0.0 kcal/mol

Here are the Mulliken charges for atoms 1 to 6, given in e: 0.59 -0.17 0.09 -0.59 -0.14 -0.23


# 3
Here is C27H23N4O4ReS as an isolated structure from the OMol25 dataset. Energies are from ωB97M-V with the def2-TZVPD basis set.

Geometry (Å):
Re: -0.00051 -0.44636 0.91901
O: -0.95062 0.40020 2.32184
C: -0.79197 0.40687 3.65107
C: -1.58288 1.29469 4.38557
C: -1.46487 1.34619 5.75562
C: -0.56370 0.51544 6.43125
C: 0.20854 -0.36331 5.71430
C: 0.11456 -0.43762 4.31165
C: 0.94470 -1.38606 3.62372
N: 1.00964 -1.53040 2.34335
C: 1.94884 -2.56117 1.83580
C: 1.77217 -2.71702 0.32793
N: 1.53103 -1.37117 -0.19365
C: 2.41470 -0.83442 -0.96579
C: 2.51212 0.56319 -1.23315
C: 3.29825 1.02779 -2.30386
C: 3.49098 2.37112 -2.49439
C: 2.92464 3.27417 -1.58071
C: 2.18945 2.84681 -0.49925
C: 1.96213 1.47594 -0.30456
O: 1.30670 1.06310 0.75808
H: -2.26745 1.93488 3.84613
H: -2.07726 2.04063 6.31601
H: -0.47693 0.56872 7.50737
H: 0.91097 -1.01471 6.22052
H: 1.55734 -2.04073 4.24106
H: 1.76109 -3.50678 2.34509
H: 2.96464 -2.23574 2.06609
H: 0.91901 -3.35072 0.09433
H: 2.66837 -3.15381 -0.11567
H: 3.17293 -1.49015 -1.39578
H: 3.74002 0.30412 -2.97997
H: 4.08444 2.73295 -3.32222
H: 3.07338 4.33711 -1.72543
H: 1.75737 3.54402 0.20478
O: -1.22129 2.60881 -1.53381
C: -0.88440 1.44751 -1.48594
O: -1.02868 0.66671 -0.45465
C: -0.28606 0.80482 -2.72749
C: 0.31122 1.62185 -3.67673
C: 0.88682 1.03450 -4.78941
C: 0.83391 -0.34561 -4.92238
C: 0.17936 -1.07850 -3.94696
N: -0.37359 -0.52220 -2.86717
H: 0.32168 2.68941 -3.50998
H: 1.36886 1.64224 -5.54409
H: 1.27000 -0.84830 -5.77455
H: 0.08440 -2.15532 -4.03659
S: -1.36201 -2.25856 0.42963
C: -2.78693 -1.50945 -0.28854
N: -2.69842 -1.10102 -1.56239
C: -3.70692 -0.51252 -2.21920
C: -4.91954 -0.33531 -1.60186
C: -5.05151 -0.74661 -0.27870
C: -3.98695 -1.33297 0.38175
H: -1.73859 -1.07386 -1.98746
H: -3.48982 -0.19093 -3.22792
H: -5.73425 0.12903 -2.13606
H: -5.98858 -0.59622 0.24113
H: -4.06051 -1.64527 1.41322

Properties
multiplicity = 2
expectation value of S² = 0.872
charge = +1
gap between HOMO and LUMO (spin up / spin down) = 6.45 / 6.60 eV
molecular weight = 685.8 g/mol
relative energy (zero: lowest compared OMol25 entry of this formula, charge and spin) = 4.4 kcal/mol

Here are the Mulliken charges for atoms 1 to 6, given in e: 1.62 -0.43 0.33 -0.61 -0.49 -0.77


# 4
Here is a single CHClN4O molecule in a non-equilibrium geometry from the OMol25 dataset. Energies are from ωB97M-V with the def2-TZVPD basis set.

Geometry (Å):
C: -0.19560 0.01935 0.44181
N: 1.25815 0.09218 0.36414
N: -0.39097 -0.28498 -1.29146
N: 1.75221 -0.26409 -0.63184
N: 0.71067 -0.53041 -1.65629
O: -0.86146 1.11263 0.92774
Cl: -0.62583 -1.52594 1.35207
H: -1.64717 1.38125 0.49382

Properties
structure (SMILES) = OC1(Cl)N=NN=N1
multiplicity = 1
gap between HOMO and LUMO = 9.22 eV
molecular weight = 120.5 g/mol
relative energy (zero: lowest compared OMol25 entry of this formula, charge and spin) = 16.4 kcal/mol

Here are the Mulliken charges for atoms 1 to 6, given in e: 0.55 -0.03 -0.12 -0.10 -0.07 -0.43


Copy entry 1 word for word.
Here is a 13-piece molecular cluster, C4H32NO13S overall in a non-equilibrium geometry from the OMol25 dataset. Energies are from ωB97M-V with the def2-TZVPD basis set.

Geometry (Å):
C: -1.33460 -0.87136 1.72187
N: -0.05306 -0.80145 0.97565
C: -0.10758 -0.23180 -0.35908
C: -0.70823 1.17509 -0.57531
S: -1.56550 0.76298 -2.15288
C: -0.93166 -1.07844 -1.36494
O: -0.22576 -1.83585 -2.11661
H: -1.64657 0.09720 2.17982
H: -1.16099 -1.56277 2.56179
H: -2.18611 -1.24573 1.13031
H: 0.67147 -0.32945 1.50714
H: 0.94752 -0.20737 -0.66437
H: 0.02000 1.96927 -0.69487
H: -1.46348 1.44944 0.18090
H: -1.89273 -1.43832 -1.03001
H: -3.66844 0.46859 -0.58395
H: -3.75790 -0.69250 0.39220
O: -3.97835 0.26375 0.32013
H: 1.36795 -1.27148 -2.32886
H: 2.05143 -0.57209 -3.48346
O: 2.22041 -0.85046 -2.62329
H: 1.60688 4.09491 0.11533
H: 0.89637 2.88466 0.88034
O: 1.63861 3.15019 0.24419
H: 3.04950 2.53687 1.10075
H: 3.87528 1.42646 0.53814
O: 3.76739 1.89724 1.32365
H: 1.75956 -2.12172 0.95074
H: 2.99366 -1.39689 0.31389
O: 2.71607 -1.85929 1.11336
H: 0.10851 -1.14469 -4.11559
H: 0.06688 0.32152 -4.36632
O: 0.50510 -0.49508 -4.65845
H: -0.36040 -2.98891 0.37982
H: -0.45339 -3.25471 -1.06118
O: -0.73085 -3.61305 -0.17841
H: -1.03502 2.29339 1.98726
H: 0.29337 1.73528 2.47752
O: -0.13100 2.51323 2.16957
H: 2.30129 1.80919 -0.99232
H: 2.67713 0.50808 -1.71827
O: 3.03063 1.25004 -1.16309
H: -3.18713 2.89755 1.55667
H: -3.19611 1.36599 1.34405
O: -2.75848 2.08913 1.88221
H: 2.49991 -0.60808 2.35972
H: 2.74598 0.87628 2.21866
O: 2.13449 0.25369 2.65867
H: -3.76577 -3.52202 -0.49829
H: -2.34651 -3.22272 0.03323
O: -3.29977 -2.87377 0.11199

Properties
multiplicity = 1
charge = -1
gap between HOMO and LUMO = 8.00 eV
molecular weight = 334.4 g/mol
relative energy (zero: lowest compared OMol25 entry of this formula, charge and spin) = 0.0 kcal/mol

Here are the Mulliken charges for atoms 1 to 6, given in e: -0.71 0.10 1.85 -0.11 -0.52 -0.40


What did the third record say?
Here is C27H23N4O4ReS as an isolated structure from the OMol25 dataset. Energies are from ωB97M-V with the def2-TZVPD basis set.

Geometry (Å):
Re: -0.00051 -0.44636 0.91901
O: -0.95062 0.40020 2.32184
C: -0.79197 0.40687 3.65107
C: -1.58288 1.29469 4.38557
C: -1.46487 1.34619 5.75562
C: -0.56370 0.51544 6.43125
C: 0.20854 -0.36331 5.71430
C: 0.11456 -0.43762 4.31165
C: 0.94470 -1.38606 3.62372
N: 1.00964 -1.53040 2.34335
C: 1.94884 -2.56117 1.83580
C: 1.77217 -2.71702 0.32793
N: 1.53103 -1.37117 -0.19365
C: 2.41470 -0.83442 -0.96579
C: 2.51212 0.56319 -1.23315
C: 3.29825 1.02779 -2.30386
C: 3.49098 2.37112 -2.49439
C: 2.92464 3.27417 -1.58071
C: 2.18945 2.84681 -0.49925
C: 1.96213 1.47594 -0.30456
O: 1.30670 1.06310 0.75808
H: -2.26745 1.93488 3.84613
H: -2.07726 2.04063 6.31601
H: -0.47693 0.56872 7.50737
H: 0.91097 -1.01471 6.22052
H: 1.55734 -2.04073 4.24106
H: 1.76109 -3.50678 2.34509
H: 2.96464 -2.23574 2.06609
H: 0.91901 -3.35072 0.09433
H: 2.66837 -3.15381 -0.11567
H: 3.17293 -1.49015 -1.39578
H: 3.74002 0.30412 -2.97997
H: 4.08444 2.73295 -3.32222
H: 3.07338 4.33711 -1.72543
H: 1.75737 3.54402 0.20478
O: -1.22129 2.60881 -1.53381
C: -0.88440 1.44751 -1.48594
O: -1.02868 0.66671 -0.45465
C: -0.28606 0.80482 -2.72749
C: 0.31122 1.62185 -3.67673
C: 0.88682 1.03450 -4.78941
C: 0.83391 -0.34561 -4.92238
C: 0.17936 -1.07850 -3.94696
N: -0.37359 -0.52220 -2.86717
H: 0.32168 2.68941 -3.50998
H: 1.36886 1.64224 -5.54409
H: 1.27000 -0.84830 -5.77455
H: 0.08440 -2.15532 -4.03659
S: -1.36201 -2.25856 0.42963
C: -2.78693 -1.50945 -0.28854
N: -2.69842 -1.10102 -1.56239
C: -3.70692 -0.51252 -2.21920
C: -4.91954 -0.33531 -1.60186
C: -5.05151 -0.74661 -0.27870
C: -3.98695 -1.33297 0.38175
H: -1.73859 -1.07386 -1.98746
H: -3.48982 -0.19093 -3.22792
H: -5.73425 0.12903 -2.13606
H: -5.98858 -0.59622 0.24113
H: -4.06051 -1.64527 1.41322

Properties
multiplicity = 2
expectation value of S² = 0.872
charge = +1
gap between HOMO and LUMO (spin up / spin down) = 6.45 / 6.60 eV
molecular weight = 685.8 g/mol
relative energy (zero: lowest compared OMol25 entry of this formula, charge and spin) = 4.4 kcal/mol

Here are the Mulliken charges for atoms 1 to 6, given in e: 1.62 -0.43 0.33 -0.61 -0.49 -0.77


> What is the multiplicity in the second record?

1